ORCA calculation (the ωB97M-V functional and the def2-TZVPD basis) on a molecular structure, C5H12BiClO2Ti at a distorted geometry.

Summary:
energy relative to the best compared isomer or geometry (same formula, charge and spin) = 0.857 eV
HOMO energy (spin up / spin down) = -7.47 / -7.46 eV
Kohn-Sham gap (spin up / spin down) = 5.415 / 5.406 eV

```
! RIJCOSX wB97M-V def2-TZVPD def2/J DEFGRID3
* xyz 0 1
Bi 3.39611 -0.11999 -0.76881
Ti -1.26470 -0.33364 -0.52549
Cl 2.90113 0.36169 -3.21298
O 1.89082 -1.20436 0.80419
O 3.69391 -0.23535 1.83322
C 2.32913 1.75791 -0.11456
C -2.08355 -2.23174 -0.44200
C 2.57380 -0.84102 1.85848
C -1.15623 0.40552 1.24888
C -2.77137 0.79810 -1.30613
H 2.23879 2.36844 -1.01883
H -1.36175 -2.91751 -0.93041
H -2.35763 1.37926 -2.14983
H 2.94566 2.25543 0.64210
H -3.03362 -2.22906 -0.99577
H 1.34297 1.51008 0.29390
H -3.12387 1.47800 -0.52046
H -1.87334 1.24124 1.48082
H -3.58435 0.15793 -1.67111
H 2.09444 -1.05225 2.82470
H -2.24382 -2.52629 0.61193
H -0.55253 -0.02240 2.05814
*
```

Results of the Löwdin charge analysis, in e, for atoms 1 through 5: 1.435, 0.886, -0.262, -0.279, -0.178

ORCA calculation (the ωB97M-V functional and the def2-TZVPD basis) on 2 unconnected molecules or ions with the total composition C5H12Cl3N2P at a distorted geometry.

Summary:
energy relative to the best compared isomer or geometry (same formula, charge and spin) = 3.296 eV
HOMO energy (spin up / spin down) = -8.80 / -7.58 eV
Kohn-Sham gap (spin up / spin down) = 7.459 / 3.572 eV

```
! RIJCOSX wB97M-V def2-TZVPD def2/J DEFGRID3
* xyz 0 1
Cl 3.99101 0.60460 -0.39409
Cl -3.08000 1.52089 -0.86051
Cl -3.68539 -1.20238 0.11482
P -1.12322 -0.09889 0.66021
N -0.13597 1.17450 0.28539
N -0.12511 -1.26494 0.03148
C -0.50353 -2.45555 -0.68980
C 0.36860 1.31793 -1.07378
C -2.49659 -0.07958 -0.46911
C 0.15102 2.32491 1.15541
C 1.20541 -1.29829 0.72793
H 0.35151 2.38994 -1.25502
H -1.12749 -3.24366 -0.03434
H -0.11019 3.14908 0.66128
H 0.44974 -3.03736 -0.68051
H 2.03903 -0.71629 0.16640
H 1.43843 1.02763 -1.06794
H -1.14736 -2.25324 -1.62343
H -0.00371 0.59323 -1.82292
H -0.29333 2.17383 2.17405
H 1.18019 -0.72899 1.76144
H 1.18004 2.49618 1.40309
H 1.47691 -2.39357 0.82993
*
```

Results of the Löwdin charge analysis, in e, for atoms 1 through 5: -0.089, 0.559, 0.534, 0.772, -0.438

ORCA calculation (the ωB97M-V functional and the def2-TZVPD basis) on 2 unconnected molecules or ions with the total composition C5H12ClN3 at a distorted geometry.

Summary:
energy relative to the best compared isomer or geometry (same formula, charge and spin) = 1.837 eV
HOMO energy (spin up / spin down) = -8.86 / -6.81 eV
Kohn-Sham gap (spin up / spin down) = 9.501 / 6.180 eV

```
! RIJCOSX wB97M-V def2-TZVPD def2/J DEFGRID3
* xyz 0 1
Cl 0.24095 1.68084 0.08315
N -0.33339 0.50840 1.04183
N -1.87831 2.37677 -0.73120
N -2.45308 1.68647 -1.42686
C 1.74145 -0.95037 0.87258
C -0.22969 -1.22668 -0.70400
C 0.20463 -0.77539 0.70789
C -2.18545 3.34743 0.32234
C -0.45443 -1.72457 1.71343
H 2.15841 -1.17041 1.85602
H -0.14307 -0.56912 -1.52761
H 0.36880 -2.17912 -0.79850
H -3.09564 2.95889 0.86277
H 2.25913 -0.09315 0.50522
H -1.28917 3.46415 0.91390
H 2.08929 -1.83299 0.23845
H -0.06377 -2.71853 1.89776
H -1.25390 -1.53584 -0.57095
H -0.19678 -1.38089 2.67244
H -2.38442 4.19273 -0.29244
H -1.52162 -1.54319 1.57088
*
```

Results of the Löwdin charge analysis, in e, for atoms 1 through 5: 0.799, -0.348, -0.354, 0.117, -0.066

ORCA calculation (the ωB97M-V functional and the def2-TZVPD basis) on a single C5H12ClO2P molecule at a distorted geometry.

Summary:
energy relative to the best compared isomer or geometry (same formula, charge and spin) = 4.359 eV
SMILES string = CO[C@H](C)P(Cl)CCO
HOMO energy = -8.74 eV
Kohn-Sham gap = 9.348 eV

```
! RIJCOSX wB97M-V def2-TZVPD def2/J DEFGRID3
* xyz 0 1
Cl 0.48519 0.82167 -2.53814
P 1.08007 0.95089 -0.54042
O 3.71473 -0.11290 0.99325
O -1.27513 -0.35414 0.25655
C 1.66646 -0.79360 -0.23865
C -1.65957 1.99347 -0.32165
C 2.60490 -1.05411 0.93496
C -0.68700 0.93784 0.26428
C -2.37841 -0.72872 -0.58666
H -2.58421 -1.71410 -0.42370
H -1.56637 1.79103 -1.36408
H 2.02035 -1.08698 1.86379
H -1.20970 2.93164 -0.28440
H -0.38659 1.14116 1.21209
H -2.69393 1.80796 0.06320
H 3.07743 -2.05468 0.97794
H -2.10645 -0.53767 -1.57564
H 2.18922 -0.93200 -1.15812
H 0.93372 -1.52494 -0.05990
H -3.42991 -0.09250 -0.44601
H 3.47700 0.66915 1.53121
*
```

Results of the Löwdin charge analysis, in e, for atoms 1 through 5: 0.212, 0.704, -0.117, -0.227, -0.397